No. 1
Formula: C23H21F2N2
Source: the Open Molecules 2025 dataset
Level of theory: ωB97M-V/def2-TZVPD

Structure (ORCA input):
```
! RIJCOSX wB97M-V def2-TZVPD def2/J DEFGRID3
* xyz 1 1
C -2.2037 5.5895 2.2925
C -1.6689 4.3142 1.7699
C -2.4341 3.1471 1.7983
F -3.7503 3.2615 2.1755
C -1.9343 1.9044 1.4652
C -0.5528 1.8020 1.1063
C 0.1183 0.5686 0.8786
C -0.2679 -0.7145 1.3659
C -1.2497 -0.9490 2.3741
C -1.5685 -2.2490 2.7052
F -2.5541 -2.4779 3.6317
C -0.9463 -3.3637 2.1469
C -1.3686 -4.7326 2.5130
C 0.0765 -3.1385 1.2180
C 0.4121 -1.8549 0.8444
C 0.1839 3.0117 0.9395
C -0.3556 4.2307 1.2899
H -1.5904 6.4064 1.9075
H -3.2426 5.7589 2.0040
H -2.1489 5.6107 3.3877
H -2.5728 1.0214 1.4994
H 1.1600 0.6421 0.5430
H -1.7228 -0.1197 2.8923
H -0.7246 -5.4416 1.9867
H -1.3053 -4.9271 3.5894
H -2.4022 -4.9098 2.1972
H 0.5898 -4.0002 0.7833
H 1.2183 -1.6890 0.1305
H 1.2177 2.9493 0.5900
H 0.2280 5.1508 1.2019
N 2.2692 -3.8270 -3.4628
C 2.1737 -2.4846 -3.3229
C 1.0650 -1.9298 -2.6234
C 0.9578 -0.5475 -2.5041
C 2.0081 0.2591 -3.0482
N 1.7232 1.5759 -2.7464
C 0.5267 1.6488 -2.0660
C 0.0460 0.3614 -1.8543
C 3.1076 -0.2651 -3.7253
C 3.1841 -1.6478 -3.8828
H 3.0489 -4.2609 -3.9305
H 1.5483 -4.4455 -3.1229
H 0.2903 -2.5728 -2.1931
H 2.3134 2.3594 -3.0144
H 0.1403 2.6080 -1.7465
H -0.9055 0.0718 -1.4255
H 3.8703 0.4114 -4.1063
H 3.9922 -2.1168 -4.4523
*
```

Energy relative to the best compared isomer or geometry (same formula, charge and spin) = 0.0 kcal per mole
E_HOMO = -0.3607 Ha
Total energy = -32600.2368 eV


No. 2
Formula: C23H36F3N5O5SSn
Source: the Open Molecules 2025 dataset
Level of theory: ωB97M-V/def2-TZVPD

Structure (ORCA input):
```
! RIJCOSX wB97M-V def2-TZVPD def2/J DEFGRID3
* xyz 2 1
C -5.3962 -3.8890 -7.4567
O -4.4222 -3.0735 -6.7915
C -3.1734 -2.8411 -7.5388
C -2.3685 -1.6694 -6.8298
N -1.6970 -2.0325 -5.4377
H -0.8471 -2.4946 -5.7277
H -1.3516 -1.1403 -5.1139
C -2.5971 -2.8236 -4.4762
C -1.8813 -3.3523 -3.2364
O -1.0753 -2.3377 -2.5642
C -0.2009 -2.9850 -1.6794
H -4.8240 -4.5719 -8.0846
H -5.9461 -3.2296 -8.1282
H -6.0645 -4.4266 -6.7841
H -3.3398 -2.4909 -8.5575
H -2.5948 -3.7643 -7.5704
H -3.0237 -0.8408 -6.5612
H -1.4718 -1.3263 -7.3458
H -2.8317 -3.7404 -5.0171
H -3.5215 -2.2462 -4.4869
H -1.3164 -4.2365 -3.5316
H -2.6746 -3.7203 -2.5856
H 0.4724 -3.6142 -2.2615
H -0.6839 -3.5256 -0.8654
H 0.4420 -2.2276 -1.2309
Sn -2.2707 0.8152 2.7094
C 2.0844 -1.8041 1.3712
F 2.8050 -1.7774 2.5284
F 2.9441 -2.0962 0.3484
F 1.2056 -2.7983 1.3500
S 1.2783 -0.0093 1.1292
O 2.3759 0.9393 0.7436
O 0.3337 -0.1812 0.0104
O 0.6335 0.3402 2.4027
N 0.6608 1.5333 6.1933
C 1.0318 0.7909 7.2953
C 2.1225 0.1081 6.9048
C 2.3760 0.3508 5.5089
C 1.4933 1.3450 5.1611
H -0.1349 2.1477 6.2906
H 0.5264 0.8126 8.2495
H 2.6652 -0.6575 7.4394
H 3.1656 -0.1439 4.9629
H 1.3825 1.8760 4.2272
N 3.5016 2.9267 -0.6051
C 3.8943 4.2525 -0.3073
C 4.8506 4.5723 -1.2585
C 4.9123 3.5579 -2.2580
C 3.9265 2.6135 -1.8300
H 2.9499 2.3059 -0.0305
H 3.6724 4.7153 0.6430
H 5.5077 5.4109 -1.0815
H 5.5320 3.6163 -3.1407
H 3.6868 1.6530 -2.2616
N -0.6302 -1.2549 5.0535
C -1.7397 -0.9133 5.7877
C -2.9490 -1.5273 5.3302
C -2.4608 -2.4954 4.3185
C -1.0739 -2.1444 4.0752
H 0.2661 -0.8015 5.1592
H -1.5375 -0.2125 6.5841
H -3.9408 -1.4827 5.7553
H -2.9424 -3.1429 3.6008
H -0.4240 -2.5204 3.2989
N 0.1579 5.0108 1.2095
C 1.0196 4.0554 1.6588
C 1.9728 4.6754 2.4501
C 1.7116 6.0664 2.3606
C 0.5043 6.2220 1.6202
H -0.6803 4.7967 0.6883
H 0.8969 3.0135 1.4023
H 2.8026 4.1353 2.8816
H 2.3961 6.8424 2.6701
H -0.0732 7.0616 1.2628
*
```

E_HOMO = -0.3980 Ha
Total energy = -66919.6573 eV


No. 3
Formula: C4H5IO
Source: the Open Molecules 2025 dataset
Level of theory: ωB97M-V/def2-TZVPD

Structure (ORCA input):
```
! RIJCOSX wB97M-V def2-TZVPD def2/J DEFGRID3
* xyz 0 1
C -1.0099 1.2938 -1.2449
C -0.6877 0.4136 -0.3657
C -0.1542 -0.8977 -0.0945
C 1.1688 -0.9460 0.6114
O -0.7599 -1.8714 -0.4924
I -0.7560 1.5747 2.5864
H -1.4307 2.2594 -1.0225
H -0.8611 1.1020 -2.3066
H 1.1359 -1.7135 1.3809
H 1.4185 0.0114 1.0533
H 1.9363 -1.2264 -0.1054
*
```

Energy relative to the best compared isomer or geometry (same formula, charge and spin) = 60.9 kcal per mole
E_HOMO (spin up / spin down) = -0.3385 / -0.3383 Ha
Total energy = -14373.7730 eV


No. 4
Formula: C3H4N2O
Source: the Open Molecules 2025 dataset
Level of theory: ωB97M-V/def2-TZVPD

Structure (ORCA input):
```
! RIJCOSX wB97M-V def2-TZVPD def2/J DEFGRID3
* xyz 0 1
N 2.1242 0.0904 -0.4981
C 1.0831 0.9377 -0.5038
N 0.1663 1.6511 -0.5376
C -2.0481 -0.0458 0.3359
C -0.9732 -0.7750 0.2288
O -0.1451 -1.6017 0.1297
H 2.8801 0.3757 0.1094
H 1.8420 -0.8767 -0.3676
H -2.1312 1.0050 0.5699
H -2.8196 -0.7763 0.5342
*
```

Energy relative to the best compared isomer or geometry (same formula, charge and spin) = 49.4 kcal per mole
E_HOMO = -0.3426 Ha
SMILES string = C=C=O.N#CN
Total energy = -8201.7422 eV


No. 5
Formula: C18H24N2O3
Source: the Open Molecules 2025 dataset
Level of theory: ωB97M-V/def2-TZVPD

Structure (ORCA input):
```
! RIJCOSX wB97M-V def2-TZVPD def2/J DEFGRID3
* xyz 0 1
C -5.3933 -0.7421 -0.3496
C -5.1805 0.4135 0.6215
C -4.0558 0.1571 1.6252
C -2.6700 0.2239 0.9903
O -2.4440 1.5416 0.5393
C -1.1558 1.7830 0.0321
C -0.9348 1.2183 -1.3768
H -0.9964 0.1272 -1.3604
C 0.4233 1.6329 -1.9445
N 1.5204 0.9656 -1.2850
C 2.3227 1.5882 -0.3906
O 2.2270 2.7721 -0.1241
C 3.3784 0.7281 0.1835
C 4.6106 1.1669 0.6158
O 5.3460 0.1142 0.9897
N 4.6275 -1.0228 0.8318
C 3.4531 -0.6910 0.3592
C 2.4307 -1.7101 0.1283
C 2.7726 -2.9105 -0.4882
C 1.8096 -3.8798 -0.7000
C 0.5039 -3.6670 -0.2884
C 0.1630 -2.4833 0.3457
C 1.1194 -1.5064 0.5528
H 0.8602 -0.5898 1.0629
H -0.8495 -2.3236 0.6864
H -0.2461 -4.4262 -0.4525
H 2.0788 -4.8069 -1.1834
H 3.7949 -3.0682 -0.7944
C 5.1909 2.5241 0.6986
H 5.5517 2.7118 1.7082
H 4.4246 3.2496 0.4406
H 6.0353 2.6150 0.0165
H 1.6091 -0.0296 -1.4208
H 0.5780 2.7053 -1.8048
H 0.4645 1.3994 -3.0130
H -1.7259 1.5952 -2.0267
H -1.0556 2.8711 0.0040
H -0.3949 1.3876 0.7210
H -1.9053 -0.0478 1.7370
H -2.6000 -0.4903 0.1581
H -4.1831 -0.8241 2.0873
H -4.0992 0.9155 2.4082
H -4.9459 1.3236 0.0687
H -6.1068 0.5839 1.1744
H -4.5167 -0.8981 -0.9733
H -5.5994 -1.6636 0.1920
H -6.2373 -0.5336 -1.0029
*
```

Energy relative to the best compared isomer or geometry (same formula, charge and spin) = 58.7 kcal per mole
E_HOMO = -0.3472 Ha
SMILES string = CCCCOCCCNC(=O)c1c(-c2ccccc2)noc1C
Total energy = -28177.6261 eV


No. 6
Formula: CH7N2O
Source: the Open Molecules 2025 dataset
Level of theory: ωB97M-V/def2-TZVPD

Structure (ORCA input):
```
! RIJCOSX wB97M-V def2-TZVPD def2/J DEFGRID3
* xyz 1 1
O -0.0954 1.6803 -1.7268
H 0.5822 1.0412 -0.2372
H -1.0941 1.8968 -1.4217
H -0.1310 2.0523 -2.6200
N 0.9545 0.1223 0.3902
C -0.3419 -0.8411 0.4348
N -0.6297 -1.5511 1.4718
H 1.2426 0.4109 1.3312
H 1.9476 -0.3969 0.1834
H -0.9181 -0.8635 -0.4503
H -1.0877 -2.5346 1.3863
*
```

Energy relative to the best compared isomer or geometry (same formula, charge and spin) = 77.9 kcal per mole
E_HOMO = -0.5559 Ha
Total energy = -6169.1300 eV


No. 7
Formula: C25H30F5N6O5SeTi
Source: the Open Molecules 2025 dataset
Level of theory: ωB97M-V/def2-TZVPD

Structure (ORCA input):
```
! RIJCOSX wB97M-V def2-TZVPD def2/J DEFGRID3
* xyz 1 1
Ti 0.3713 -0.3390 -0.8447
C -1.3702 -1.2136 -3.1962
C -2.0658 -1.6462 -1.8809
N -1.0368 -2.0150 -0.8720
C -0.4678 -3.3737 -1.0932
C 1.0316 -3.4326 -0.8095
N 1.7049 -2.1584 -1.1663
C 2.2049 -2.1037 -2.5620
C 1.0313 -1.8954 -3.5121
N 0.0683 -0.9010 -2.9687
H -1.8670 -0.3341 -3.6012
H -1.4464 -1.9980 -3.9487
H -2.7431 -2.4832 -2.0601
H -2.6507 -0.8334 -1.4577
H -1.4815 -1.9828 0.0502
H -0.6712 -3.6486 -2.1275
H -0.9929 -4.0963 -0.4675
H 1.4759 -4.2687 -1.3554
H 1.1975 -3.6017 0.2473
H 2.4957 -2.0289 -0.5415
H 2.7363 -3.0219 -2.8224
H 2.9090 -1.2762 -2.6258
H 0.4984 -2.8348 -3.6465
H 1.3863 -1.5904 -4.4970
H 0.2874 0.0308 -3.3255
F 0.1825 -2.5959 1.8717
C 0.6288 -1.3555 2.2142
C 0.7368 -0.3634 1.2670
C 1.1192 0.8775 1.7621
F 1.1766 1.9665 0.9602
C 1.4095 1.1090 3.0941
F 1.7712 2.3194 3.5206
C 1.2968 0.0666 3.9977
F 1.5577 0.2668 5.2895
C 0.8930 -1.1790 3.5561
F 0.7435 -2.1826 4.4283
C -1.7279 1.9634 -0.8894
O -0.8440 0.8470 -0.8633
H -2.7434 1.6041 -0.7455
H -1.6063 2.4654 -1.8466
H -1.4526 2.6261 -0.0733
C -5.2924 1.6289 2.0445
N -5.1658 0.4835 2.9344
C -6.0244 0.1658 3.9727
C -5.5623 -0.9675 4.5305
N -4.4285 -1.3306 3.8259
C -3.5948 -2.4970 4.0888
C -4.1875 -0.4404 2.8416
Se -2.7670 -0.4505 1.6555
H -6.1027 2.2555 2.4065
H -5.5076 1.2940 1.0317
H -4.3608 2.1904 2.0438
H -6.8726 0.7763 4.2205
H -5.9270 -1.5411 5.3620
H -4.0634 -3.0819 4.8753
H -2.6017 -2.1806 4.4018
H -3.5051 -3.0934 3.1842
O 1.1479 1.8691 -2.8650
C 2.0393 1.6084 -2.0853
O 1.9982 0.5256 -1.3009
C 3.2673 2.4372 -1.9624
C 4.2577 2.1133 -1.0408
C 5.3983 2.8949 -0.9466
C 5.5024 3.9850 -1.7831
C 4.5337 4.3387 -2.6997
C 3.4007 3.5482 -2.7885
N 6.7276 4.8288 -1.6919
O 6.7544 5.8396 -2.3547
O 7.5806 4.4819 -0.9093
H 4.1304 1.2586 -0.3919
H 6.1897 2.6766 -0.2452
H 4.6737 5.2102 -3.3209
H 2.6155 3.7840 -3.4919
*
```

E_HOMO = -0.3723 Ha
Total energy = -147633.9060 eV


No. 8
Formula: C17H19F5N4O4S
Source: the Open Molecules 2025 dataset
Level of theory: ωB97M-V/def2-TZVPD

Structure (ORCA input):
```
! RIJCOSX wB97M-V def2-TZVPD def2/J DEFGRID3
* xyz 0 1
C -4.3124 -2.5968 -2.8743
C -4.6881 -2.2614 -1.6069
O -3.6442 -2.0250 -0.6835
C -3.8038 -0.8640 -0.0008
O -4.8334 -0.2891 0.0262
N -2.7057 -0.3469 0.7577
S -1.2425 -0.2848 -0.0657
O -0.8035 -1.6121 -0.3163
O -0.2727 0.4437 0.6916
C -1.3436 0.5266 -1.7339
F -1.8206 -0.2781 -2.6767
F -0.0745 0.7710 -2.0841
C -2.0885 1.9140 -1.7802
F -1.2308 2.9060 -1.6943
F -3.0681 2.0367 -0.9002
F -2.6492 2.0301 -3.0024
H -4.5704 -3.6091 -3.2114
H -3.7762 -1.8597 -3.4823
H -5.7381 -2.1900 -1.3071
H -2.9500 0.5652 1.1494
N 2.6726 0.3193 1.6158
C 3.3396 -0.8475 1.8602
C 4.3813 -0.5685 2.7065
C 4.3369 0.8223 2.9874
C 3.2696 1.3407 2.3014
H 1.8654 0.4121 1.0225
H 3.0176 -1.7726 1.4116
H 5.0958 -1.2841 3.0821
H 5.0100 1.3786 3.6201
H 2.8854 2.3454 2.2414
N -4.5774 2.7818 -5.2104
C -5.6251 2.2118 -5.8814
C -5.8982 2.9895 -6.9756
C -4.9756 4.0686 -6.9677
C -4.1731 3.9112 -5.8686
H -4.1678 2.4262 -4.3656
H -6.0847 1.3058 -5.5223
H -6.6727 2.8049 -7.7022
H -4.9086 4.8686 -7.6870
H -3.3526 4.5033 -5.4984
N 6.3450 -1.9808 5.7891
C 7.4033 -1.6143 6.5749
C 7.9575 -2.7544 7.0947
C 7.2071 -3.8527 6.5987
C 6.2217 -3.3433 5.7946
H 5.7499 -1.3468 5.2849
H 7.6686 -0.5773 6.6965
H 8.8074 -2.7965 7.7563
H 7.3722 -4.8972 6.8077
H 5.4452 -3.8304 5.2284
*
```

E_HOMO = -0.2983 Ha
SMILES string = C=COC(=O)NS(=O)(=O)C(F)(F)C(F)(F)F.c1cc[nH]c1.c1cc[nH]c1.c1cc[nH]c1
Total energy = -56505.2935 eV


No. 9
Formula: C5H12NO
Source: the Open Molecules 2025 dataset
Level of theory: ωB97M-V/def2-TZVPD

Structure (ORCA input):
```
! RIJCOSX wB97M-V def2-TZVPD def2/J DEFGRID3
* xyz 1 1
C -0.4620 -0.8381 1.1250
C -0.5825 -1.9819 0.1618
C 0.4523 -0.2205 0.3794
C 1.2204 1.0260 0.3544
C 0.0381 -0.8908 -2.0281
N 0.4554 -1.2775 -0.6781
O -1.0359 3.0518 1.5510
H -0.7709 3.5420 2.3371
H -0.9357 -0.6219 2.0587
H -0.2721 -2.9650 0.5140
H -1.5378 -2.0614 -0.3574
H 2.1445 0.9340 0.9250
H 0.6166 1.8139 0.8069
H 1.4759 1.3164 -0.6621
H -0.1573 -1.7806 -2.6242
H -0.8692 -0.2913 -1.9640
H 0.8155 -0.3030 -2.5134
H 1.3391 -1.7921 -0.7345
H -1.9344 3.3401 1.3485
*
```

Energy relative to the best compared isomer or geometry (same formula, charge and spin) = 27.5 kcal per mole
E_HOMO = -0.5271 Ha
Total energy = -8909.4362 eV